1.
A molecular structure, C8H19Cl2N4O2Ru in a non-equilibrium geometry, computed with wB97M-V/def2-TZVPD.

Computed properties:
Charge: +3
Frontier orbital gap (spin up / spin down) in eV: 4.73 / 4.73

The geometry in XYZ format:
```
36
Properties=species:S:1:pos:R:3:forces:R:3:lowdin_charge:R:1
Ru 0.194371 0.670935 -0.018885 -1.043 0.029 0.044 1.145
N -1.425954 1.949225 -0.026568 0.050 0.228 0.071 -0.051
C -2.615148 1.224886 0.527561 0.092 0.102 -0.156 -0.152
C -2.629080 -0.129725 -0.139262 0.123 -0.160 0.087 -0.119
N -1.253018 -0.749823 0.003503 -0.261 -0.089 -0.110 -0.273
C -1.186126 -1.510213 1.314937 0.073 0.017 -0.174 -0.115
C 0.112907 -1.175769 2.019972 0.091 0.038 -0.014 -0.182
N 0.196508 0.311519 2.089527 0.305 0.124 0.019 -0.051
C -0.918280 -1.619964 -1.176555 -0.191 0.018 0.127 -0.132
C -0.759314 -0.766635 -2.426204 0.055 0.020 0.070 -0.160
N 0.218634 0.331892 -2.137472 0.348 0.082 -0.010 -0.050
H -1.251348 2.805462 0.508134 -0.101 -0.180 -0.040 0.134
H -1.636297 2.275619 -0.972129 -0.047 -0.039 0.104 0.125
H -3.531519 1.784141 0.336612 -0.014 -0.063 -0.013 0.149
H -2.493780 1.152580 1.606881 -0.002 -0.007 0.011 0.117
H -2.872162 -0.030375 -1.193362 0.023 0.039 -0.015 0.123
H -3.368423 -0.801762 0.296253 -0.042 0.032 -0.007 0.151
H -1.298352 -2.576668 1.118163 0.051 -0.009 0.056 0.150
H -2.031058 -1.203507 1.930708 0.006 0.006 0.017 0.136
H 0.969991 -1.522831 1.431663 -0.017 -0.005 0.028 0.112
H 0.207455 -1.649406 2.997818 -0.241 -0.005 0.021 0.146
H 1.070647 0.592494 2.535896 -0.157 -0.056 0.030 0.111
H -0.539306 0.684974 2.687135 0.010 -0.047 -0.027 0.118
H -1.690596 -2.382117 -1.309059 -0.011 0.016 -0.048 0.155
H 0.012686 -2.141934 -0.931891 -0.013 0.020 -0.047 0.136
H -1.698695 -0.306105 -2.720999 -0.004 -0.031 -0.034 0.119
H -0.434501 -1.374677 -3.270258 0.026 -0.037 0.053 0.146
H 0.088722 1.109037 -2.785768 -0.128 -0.083 0.022 0.125
H 1.159336 -0.006261 -2.364708 -0.194 -0.008 -0.131 0.088
Cl 4.964475 2.528360 0.433885 -0.155 -0.852 -0.101 0.953
C 5.048223 0.864270 0.367904 2.114 0.938 1.684 -0.946
Cl 5.091792 -0.049719 1.755718 -0.206 0.368 -0.702 0.939
C 3.119711 0.452499 -0.589124 -4.087 -0.559 -1.128 -0.464
O 3.348340 0.176737 -1.699334 0.988 0.370 1.160 0.270
O 2.285267 0.643334 0.301940 2.899 -0.061 -0.565 -0.043
H 5.543891 0.439526 -0.502638 -0.340 -0.153 -0.281 0.092
```
Forces are in eV/Å.


2.
A molecular structure, C37H53IrN5P2S in a non-equilibrium geometry, computed with wB97M-V/def2-TZVPD.

Computed properties:
Charge: +3
Frontier orbital gap (spin up / spin down) in eV: 4.91 / 4.33
Multiplicity: 5

The geometry in XYZ format:
```
99
Properties=species:S:1:pos:R:3:forces:R:3:lowdin_charge:R:1
Ir 0.041448 -1.368813 -0.808332 -0.611 0.071 0.238 0.918
C 1.383510 5.387110 -2.114283 0.525 0.328 -1.063 -0.038
C 0.740787 5.116253 -0.813481 -2.282 1.026 2.712 -0.551
C 1.647027 4.560503 0.333240 0.405 3.687 -0.732 -0.008
C 0.017516 6.506878 -0.268755 0.938 -0.711 -3.187 -0.015
C -0.341636 4.176274 -1.127328 -1.773 -5.070 0.438 -0.209
C -1.633223 4.568573 -1.497761 -1.749 0.265 -2.203 0.070
C -2.820467 3.683336 -1.986386 4.279 2.515 0.769 0.043
C -2.464969 2.334518 -2.058350 -2.550 3.988 0.887 -0.551
S -3.507393 1.095350 -2.392719 -1.830 -2.390 -0.214 1.203
C -2.497915 -0.029126 -1.537678 1.394 1.127 -0.037 -0.456
N -1.272512 0.570960 -1.243681 -1.934 -2.124 0.886 0.006
C -1.371929 1.930765 -1.372732 5.205 -1.401 0.030 -0.310
C -0.206841 2.736790 -1.071316 -1.047 0.423 -0.376 0.110
C -2.886908 -1.314683 -1.001418 -0.052 -0.391 -1.756 -0.267
C -4.153035 -1.894732 -1.298472 1.162 -1.408 3.105 0.046
C -4.502896 -3.031115 -0.396976 -2.649 3.541 -4.127 0.003
C -3.704814 -3.469261 0.618022 -0.394 -1.780 -0.516 -0.069
C -2.436219 -3.040430 0.624936 1.101 2.583 -1.332 -0.098
C -1.884520 -2.032466 -0.274384 -0.640 -0.066 1.070 -0.172
H 1.717785 4.354983 -2.502463 -0.328 2.053 -0.287 0.116
H 2.182092 6.093402 -1.956108 1.016 -0.215 -0.047 0.088
H 0.692141 6.066326 -2.710757 0.583 -1.751 -0.057 0.123
H 2.505636 5.257609 0.202072 -0.192 -0.391 0.773 0.104
H 2.096385 3.619176 0.313924 0.144 -1.761 -0.529 0.025
H 1.211236 4.748308 1.317034 -0.052 -0.126 -0.186 0.097
H 0.830462 7.216823 -0.117218 -0.282 -0.037 1.277 0.094
H -0.883689 6.407559 0.328370 0.773 -0.112 1.126 0.086
H -0.445830 6.998855 -1.160969 0.448 -0.369 0.239 0.070
H -1.501267 5.680593 -1.673015 -1.945 -1.340 0.189 0.115
H -3.752616 4.179311 -2.285546 0.547 -0.504 -0.015 0.121
H 0.672057 2.067004 -0.931649 -0.717 1.347 0.317 0.075
H -4.673067 -1.303447 -2.051228 -0.986 -0.992 0.341 0.096
H -5.534938 -3.409099 -0.440726 0.569 0.079 -0.316 0.126
H -4.095401 -4.348705 1.161473 0.499 0.949 0.373 0.148
H -1.891527 -3.206991 1.462386 2.139 -1.319 2.121 0.064
C 0.889335 -3.961991 1.189348 0.846 -1.550 -1.453 -0.169
P 1.152023 -3.311867 -0.489205 -0.840 -0.775 -0.205 0.870
C 2.908742 -3.145547 -0.458940 0.140 4.582 -2.007 -0.448
N 3.606555 -4.141150 -0.177247 2.436 -1.291 0.736 0.125
C 4.957285 -4.136926 -0.197669 -2.016 4.530 -2.162 -0.091
C 5.878360 -5.081714 -0.056878 -1.086 -5.704 0.384 -0.128
C 7.115538 -4.896934 0.209223 9.138 4.101 1.100 -0.047
C 7.678170 -3.432538 0.202144 -4.069 -5.395 -0.953 0.004
C 6.959444 -2.501577 -0.411816 -0.286 1.330 0.772 -0.025
C 5.538303 -2.643710 -0.724444 2.061 -2.712 0.777 -0.107
N 4.777974 -1.833174 -1.311266 -2.952 1.007 1.175 0.173
C 3.373919 -1.810740 -1.006944 1.189 -3.340 0.662 -0.356
P 2.159057 -0.604898 -1.358430 0.896 1.142 -0.991 0.811
C 2.510169 0.742112 -0.161591 0.798 -0.513 1.025 -0.233
C 2.311755 -0.125684 -3.201503 0.223 -0.730 1.211 -0.656
C 0.933065 -0.492864 -3.733545 -1.483 2.444 -1.105 -0.147
C 2.722678 1.327719 -3.531148 -2.318 -0.954 -2.169 -0.044
C 3.273419 -1.095985 -3.921269 -0.270 -0.915 1.486 -0.078
C 0.881983 -4.735536 -1.706567 0.844 1.467 0.767 -0.652
C -0.603180 -4.791609 -1.654137 -0.034 -0.560 2.088 -0.101
C 1.429497 -5.962136 -1.032421 -0.384 -0.538 2.118 -0.074
C 1.501453 -4.470678 -3.069328 1.074 1.563 0.976 -0.039
H 0.419686 -4.924944 1.268453 -0.123 -0.607 -0.405 0.070
H 0.236896 -3.327223 1.634021 -1.653 2.161 1.761 -0.013
H 1.828636 -4.032432 1.691094 0.573 0.157 0.430 0.061
H 5.858871 -6.216174 -0.060593 -2.007 1.246 -0.190 0.170
H 7.971366 -5.667289 0.293952 -2.051 0.992 -0.008 0.151
H 8.544292 -3.113062 0.616655 2.916 0.116 1.085 0.078
H 7.602654 -1.621760 -0.285446 -1.602 0.940 -1.155 0.130
H 1.981885 0.246488 0.706393 -0.094 1.498 -0.499 0.056
H 2.326342 1.800909 -0.429676 -0.386 -0.968 0.360 0.013
H 3.533282 0.737988 0.247216 0.050 -0.200 -0.730 0.062
H 0.095531 0.255562 -3.434987 1.281 -1.377 -0.077 0.097
H 0.669680 -1.531040 -3.548968 -0.178 -0.086 0.179 0.042
H 0.959487 -0.351067 -4.834056 -0.012 -0.344 0.367 0.106
H 2.066224 2.144597 -3.171555 0.265 -0.632 0.086 0.065
H 2.519384 1.220562 -4.648441 0.458 1.033 1.048 0.115
H 3.744153 1.577510 -3.433760 1.117 0.038 0.464 0.076
H 2.961425 -2.154830 -3.950292 -0.267 0.467 0.479 0.076
H 4.258459 -1.107988 -3.494238 0.537 0.277 -0.017 0.067
H 3.306482 -0.853692 -4.935502 0.267 0.808 -1.718 0.075
H -0.909562 -5.817771 -1.743719 -0.746 -0.199 -0.563 0.106
H -1.073203 -4.063508 -2.228842 -1.038 0.859 -1.594 0.062
H -0.845109 -4.463502 -0.617533 -0.502 -0.795 -0.466 0.039
H 0.632800 -6.493073 -0.463053 0.474 0.498 -0.154 0.105
H 2.262697 -5.788116 -0.326638 -0.376 -0.254 -0.635 0.077
H 1.712712 -6.667679 -1.752486 0.739 -1.005 -1.169 0.080
H 0.913993 -3.751270 -3.626463 -0.174 -0.014 -0.307 0.070
H 1.594622 -5.386071 -3.578662 -0.116 -1.106 -0.947 0.080
H 2.544952 -4.049504 -3.005911 -0.902 -0.470 0.135 0.092
N -7.209404 5.301063 9.284173 -1.009 -0.523 -0.011 0.196
C -8.004461 4.090277 8.814901 -1.155 -0.679 -1.916 -0.099
C -7.970655 4.007752 7.208580 0.818 0.243 1.406 -0.228
N -6.603236 4.236181 6.732173 0.936 -1.611 -0.930 -0.031
H -6.547237 4.914530 9.923609 0.813 0.212 0.800 0.152
H -7.668932 6.132739 9.717304 -0.038 -1.033 -0.468 0.199
H -6.702986 5.566071 8.451104 0.767 0.401 -0.635 0.122
H -9.050888 4.094781 9.160907 0.598 0.281 0.038 0.134
H -7.533529 3.163153 9.138200 0.228 0.404 0.559 0.123
H -8.486739 4.857741 6.843581 -1.246 0.519 -0.375 0.099
H -8.422558 3.060361 6.875627 0.019 0.466 0.264 0.128
H -6.143292 3.333705 6.395935 -0.733 1.670 0.902 0.118
H -6.604738 4.839058 5.902851 -0.070 -0.299 0.467 0.086
```
Forces are in eV/Å.


3.
4 unconnected molecules or ions with the total composition C2H12N2O3 in a non-equilibrium geometry, computed with wB97M-V/def2-TZVPD.

Computed properties:
Frontier orbital gap in eV: 7.82
SMILES: N/C=C\N.O.O.O

The geometry in XYZ format:
```
19
Properties=species:S:1:pos:R:3:forces:R:3:lowdin_charge:R:1
N -1.592283 -0.592472 -0.612221 -1.197 0.582 -0.313 0.033
C -2.652609 -0.585868 -1.526526 0.671 0.220 -1.133 -0.250
C -3.950437 -0.684719 -1.279456 -0.353 0.333 0.774 -0.252
N -4.542219 -0.691970 -0.001148 -0.388 -0.355 -0.088 0.014
H -0.680161 -0.707960 -1.016378 -0.052 -0.421 0.429 0.070
H -1.879103 -1.071115 0.222005 0.811 -0.283 0.328 0.067
H -2.374587 -0.414044 -2.568320 0.041 -0.113 0.295 0.100
H -4.651795 -0.598065 -2.091816 -0.016 -0.112 -0.249 0.088
H -4.100107 -0.289383 0.800039 0.338 0.027 -0.001 0.063
H -5.223403 -1.403246 0.212443 0.143 0.114 -0.042 0.069
O 0.561619 -3.390790 4.880563 0.399 0.495 -0.054 -0.066
H 0.802300 -2.718066 4.228970 -0.252 -0.230 -0.101 0.033
H 1.151672 -3.153900 5.606208 -0.145 -0.261 0.155 0.033
O 6.103482 3.039843 0.275730 -0.313 0.727 -1.237 -0.082
H 5.553515 3.757802 -0.096801 -0.027 -0.258 0.835 0.035
H 6.422861 2.729823 -0.585129 0.292 -0.515 0.426 0.027
O 3.755403 2.654970 -2.010043 -0.025 -1.000 -0.562 -0.064
H 4.098496 2.171625 -2.780837 0.165 0.624 0.070 0.043
H 3.197357 1.947535 -1.657285 -0.092 0.424 0.467 0.041
```
Forces are in eV/Å.


Values of energy above the lowest of the compared OMol25 structures with the same formula, charge and spin, in order: 1.9043 6.0033 1.5003, all in eV.